Record 1
Molecular formula: C13H10N8
Method: DFT, the ωB97M-V functional and the def2-TZVPD basis

XYZ file:
```
31
Properties=species:S:1:pos:R:3:lowdin_charge:R:1
N -0.97588 -2.28538 1.94322 0.044
N 0.35740 -1.71744 -0.80110 0.216
N 1.83539 -0.10538 -4.26066 0.040
N 1.81310 -1.40083 -4.10430 0.043
N 1.43614 -3.31070 -2.91380 0.112
N 0.42274 1.10710 -1.10381 0.218
N 1.48366 2.07848 -3.65173 0.108
N -1.63086 -2.46652 3.12852 0.012
C 0.06219 0.50036 0.02523 -0.160
C 0.88049 -1.14319 -1.91586 -0.144
C -0.97222 2.97138 2.71564 -0.064
C -0.37387 1.20965 1.22103 -0.122
C 0.85844 0.27345 -2.07877 -0.144
C -0.54074 -1.09817 1.55227 -0.156
C 0.05532 -0.88817 0.23347 -0.117
C 1.37209 -1.93476 -2.96728 -0.346
C -1.27470 2.03559 3.68034 -0.089
C -0.74169 0.24648 2.18269 -0.087
C -1.19932 0.68081 3.42883 -0.030
C 1.37568 0.73379 -3.30695 -0.312
C -0.49542 2.56152 1.45594 0.006
H 1.37617 -3.71865 -3.84273 0.096
H 1.01962 2.75481 -3.05822 0.080
H -1.77682 -3.44446 3.48904 0.119
H -1.44368 -0.07225 4.18904 0.103
H -2.40074 -1.85043 3.29506 0.076
H -0.20448 3.29279 0.72621 0.111
H -1.67574 2.35159 4.64790 0.112
H -1.05445 4.01668 2.93983 0.100
H 0.79997 -3.68455 -2.21773 0.081
H 1.61221 2.30642 -4.63136 0.093
```

SMILES = N/N=C1\c2ccccc2-c2nc3c(N)nnc(N)c3nc21
Multiplicity = 1
HOMO energy = -7.5 eV
Total charge = 0



Record 2
Molecular formula: C13H11AsN3OPdS6Te
Method: DFT, the ωB97M-V functional and the def2-TZVPD basis

XYZ file:
```
37
Properties=species:S:1:pos:R:3:lowdin_charge:R:1
Te 0.67811 3.08895 1.03117 0.967
Pd -0.14748 0.57092 1.10733 0.161
As -3.05349 1.03231 1.37296 -0.579
S 0.98065 -0.94576 -1.95274 0.910
S -2.22920 2.39297 -0.09751 -0.046
S -5.09721 0.94707 1.59670 -0.090
S 2.93512 3.47050 -1.45626 0.924
S -1.66960 1.10719 3.00159 -0.044
S -2.12913 -0.65376 0.23134 0.141
O 0.71579 0.31007 -1.17931 -0.654
N 1.32137 -0.71552 1.98901 0.020
N 1.79869 -4.83806 0.55316 0.090
N 1.56270 -3.13211 2.33389 0.063
C 1.39928 -1.88386 2.06877 -0.370
C 2.58343 -1.52369 -1.44918 -0.403
C 3.49042 -0.62500 -0.90265 -0.067
C 4.86091 2.57462 -0.05767 -0.221
C 4.59313 3.08693 -1.29176 -0.434
C 5.04128 -2.44520 -0.64693 -0.079
C 3.69989 2.47451 0.75359 -0.270
C 4.72636 -1.09791 -0.50130 -0.066
C 1.42609 -0.33325 -3.57677 -0.229
C 2.57198 2.93758 0.12691 -1.020
C 2.87067 -2.87151 -1.57546 -0.113
C 1.67958 -3.99642 1.34426 -0.410
C 4.11805 -3.33171 -1.17628 -0.090
H 5.28788 3.24582 -2.10082 0.059
H 0.52206 0.05927 -4.03775 0.054
H 5.84556 2.26363 0.26114 0.098
H 6.00407 -2.80974 -0.31117 0.100
H 2.16397 0.45875 -3.44909 0.056
H 1.83393 -1.15020 -4.17172 0.058
H 2.11723 -3.56642 -1.92275 0.101
H 4.34052 -4.38838 -1.22899 0.103
H 5.44376 -0.42171 -0.05627 0.095
H 3.68960 2.06726 1.75467 0.102
H 3.20179 0.40921 -0.76502 0.080
```

Multiplicity = 5
HOMO energy (alpha / beta) = -4.9 / -5.3 eV
Total charge = -1



Record 3
Molecular formula: C13H11BrNO7
Method: DFT, the ωB97M-V functional and the def2-TZVPD basis

XYZ file:
```
33
Properties=species:S:1:pos:R:3:lowdin_charge:R:1
Br -4.93992 -2.25956 1.58335 0.687
O -0.44335 0.08989 3.97146 0.119
O 0.82471 2.07639 0.84655 0.052
O -1.68691 -2.03348 2.11226 0.021
O -0.43040 2.51636 -1.03750 0.013
O 1.49748 5.21122 1.80600 -0.690
O 0.64042 -2.91538 -2.14952 0.032
O -5.39152 -1.15807 -0.94607 -0.067
N 1.30211 -0.72270 2.30449 0.138
C -4.52671 -1.14775 -0.00270 -0.678
C 1.18283 -1.46956 -0.12940 -0.059
C 0.26634 -1.98765 -1.37143 -0.251
C 0.50746 -0.07539 3.15774 -0.096
C -1.17822 -1.23999 -1.48610 0.061
C -1.07756 -1.47142 1.14836 -0.178
C 0.73610 1.91904 -0.40378 -0.342
C -3.23669 -0.21106 -0.19774 -0.104
C -1.82875 -0.98833 -0.21564 -0.093
C 0.53166 -1.21513 1.14274 -0.112
C 2.97190 0.41172 -0.40250 -0.177
C 2.77402 -1.21578 -0.32294 -0.127
C 1.84506 1.14105 -1.29359 -0.093
H -0.88331 1.84322 -1.60270 0.085
H 1.34769 0.43639 -2.07149 0.117
H 3.03799 0.81377 0.67869 0.121
H -3.14269 0.63480 0.59388 0.152
H 3.38929 -1.55880 0.60330 0.121
H 1.29316 4.31300 1.56614 -0.279
H -3.33611 0.30479 -1.23592 0.132
H -1.60766 -0.93157 -2.50046 0.130
H 3.19459 -1.67669 -1.28445 0.112
H 3.99127 0.60866 -0.93062 0.116
H 2.37571 1.95798 -1.93040 0.135
```

Multiplicity = 1
HOMO energy = -1.9 eV
Total charge = -1



Record 4
Molecular formula: C13H11ClN2O3
Method: DFT, the ωB97M-V functional and the def2-TZVPD basis

XYZ file:
```
30
Properties=species:S:1:pos:R:3:lowdin_charge:R:1
Cl 4.36252 2.85975 0.96740 0.583
O -5.43791 1.66245 -0.96429 0.003
O 0.18709 -4.06896 -1.23269 0.087
O -3.94762 3.23716 -0.44890 0.015
N -1.30292 0.07850 -1.19922 -0.117
N -0.26683 0.48809 -0.32492 0.151
C 3.63740 -1.06201 1.99904 -0.105
C 1.85765 -0.29235 0.42420 -0.319
C 0.62164 -0.45966 0.00755 -0.098
C -3.25824 0.93408 -0.23103 -0.165
C -0.04087 -1.83544 -0.85859 -0.068
C -4.33871 1.91503 -0.27115 -0.422
C 4.21073 0.02898 1.92391 -0.070
C 2.35177 -1.04551 1.32887 -0.019
C 0.62710 -3.02362 -0.93197 -0.344
C -1.17216 -1.38681 -1.35378 0.048
C 2.52083 0.92487 0.31019 -0.074
C -2.54773 0.60019 -1.51611 -0.174
C 3.58055 1.23362 1.07752 -0.509
H -1.77457 -2.02600 -1.72880 0.077
H 3.96622 -1.68194 2.64251 0.054
H -2.94247 3.47379 -0.12843 0.198
H 2.04035 1.71185 -0.16808 0.094
H -3.07472 0.04080 -2.25893 0.150
H -3.86028 -0.12674 0.13914 0.189
H 1.79538 -2.27478 1.57072 0.212
H -2.09233 1.57046 -1.68280 0.132
H -2.60593 1.07973 0.82855 0.182
H 1.78997 -2.99853 -0.52659 0.153
H 5.11408 0.44301 2.60666 0.157
```

Multiplicity = 1
HOMO energy = -9.0 eV
Total charge = 0



Record 5
Molecular formula: C13H11ClO2
Method: DFT, the ωB97M-V functional and the def2-TZVPD basis

XYZ file:
```
27
Properties=species:S:1:pos:R:3:lowdin_charge:R:1
Cl -4.14820 -1.05127 -1.95140 0.542
O 3.00058 -1.51969 2.60543 0.131
O 3.11796 0.80726 -1.70671 0.133
C 3.31149 -2.00596 0.32034 0.029
C -3.09869 1.04133 -0.57080 -0.256
C 0.44274 0.92871 -0.53432 0.048
C 3.34793 -1.38879 -0.86001 0.032
C 0.36149 -0.39040 1.94298 0.019
C 2.70095 -0.05903 -0.98888 -0.350
C -0.70877 0.39541 1.52466 -0.012
C 1.46256 -0.52975 1.10322 -0.098
C 2.62637 -1.37586 1.47364 -0.351
C -2.73785 -0.34413 -1.09650 -0.593
C 1.50557 0.12602 -0.12650 -0.087
C -1.86413 1.88387 -0.16124 -0.142
C -0.68103 1.05581 0.28774 -0.223
H -1.93687 -0.29733 -1.82219 0.070
H 3.83987 -1.82372 -1.71358 0.121
H -2.13929 2.54698 0.65313 0.115
H -1.55843 2.48020 -1.01505 0.111
H -2.49249 -1.01820 -0.28800 0.067
H -3.64881 1.54421 -1.35795 0.094
H 0.33511 -0.89190 2.89678 0.122
H 3.78201 -2.97021 0.43558 0.122
H -1.58524 0.51959 2.14434 0.121
H -3.74195 0.90502 0.29321 0.106
H 0.50711 1.43185 -1.48791 0.129
```

SMILES = O=C1C=CC(=O)c2cc(CCCCl)ccc21
Multiplicity = 1
HOMO energy = -9.8 eV
Total charge = 0



Record 6
Molecular formula: C13H11FN4O
Method: DFT, the ωB97M-V functional and the def2-TZVPD basis

XYZ file:
```
30
Properties=species:S:1:pos:R:3:lowdin_charge:R:1
F 4.66381 -2.02492 0.15554 0.041
O 1.48320 4.23279 0.72114 -0.128
N -2.93161 -2.57032 1.58301 0.159
N 0.98407 2.87448 0.67646 -0.001
N -1.41147 -0.35781 -0.76835 0.078
N -2.53852 0.06641 -0.65485 -0.135
C 2.28334 -2.26518 0.41215 -0.037
C -0.31008 0.18410 -0.44471 -0.260
C -2.21092 1.48772 -0.60118 0.012
C -3.77477 -0.50037 -1.04255 -0.182
C -4.25763 -0.75764 0.18140 -0.178
C 3.46151 -1.52086 -0.20699 -0.141
C 1.14641 -1.80654 0.21765 0.039
C 2.15053 0.18586 -0.79195 -0.092
C -3.46212 -1.82111 0.92324 -0.163
C -0.88293 1.58311 -0.31732 -0.038
C -0.19646 2.87484 0.29204 -0.067
C 3.39792 -0.12593 -0.52882 -0.026
C 0.88326 -0.24117 -0.40907 -0.113
H 2.51230 3.95579 1.12366 0.203
H 4.22499 0.31233 -0.94253 0.091
H -0.83438 3.44156 0.36219 -0.016
H 2.57070 -3.13251 0.59342 0.037
H 0.18208 -2.24031 0.51983 0.105
H -2.91789 2.37912 -0.47796 0.142
H -4.55386 -0.16014 0.70502 -0.018
H -3.49885 -1.32594 -1.65173 0.144
H 1.91584 1.46578 -0.90509 0.173
H -4.43509 0.26122 -1.51778 0.166
H -5.32859 -1.33309 -0.05052 0.204
```

SMILES = N#CCCn1cc(/C=N/O)c(-c2ccc(F)cc2)n1
Multiplicity = 1
HOMO energy = -7.7 eV
Total charge = 0



Record 7
Molecular formula: C13H11N2S2SbSe4V
Method: DFT, the ωB97M-V functional and the def2-TZVPD basis

XYZ file:
```
34
Properties=species:S:1:pos:R:3:lowdin_charge:R:1
Sb 1.28375 1.46868 3.52172 -0.241
Se -0.26203 -1.22448 2.52164 0.086
Se -0.41975 2.29077 4.95907 -0.187
Se 1.38154 2.40956 1.29411 -0.092
Se 3.25094 0.52220 4.43726 -0.204
V -0.49691 -1.30895 0.25387 0.222
S -1.30858 -2.21314 -1.93444 0.532
S 1.43088 -2.72382 -3.24914 1.028
N 1.00123 -1.09512 -1.29624 -0.099
N -1.19587 0.68234 -0.05330 -0.048
C -4.91252 0.70039 -0.03963 -0.096
C 4.15072 -2.03251 -2.86413 -0.102
C 2.38880 -1.11070 -1.47480 -0.292
C 2.80663 -1.92337 -2.53145 -0.473
C 5.06568 -1.32237 -2.10578 -0.096
C -5.16825 1.24785 1.21047 -0.102
C 4.64801 -0.52469 -1.03783 -0.070
C -2.79952 1.44773 1.60303 -0.034
C 0.37874 -1.90456 -2.12881 -1.136
C -4.10853 1.62119 2.02681 -0.069
C 3.30939 -0.40732 -0.71038 -0.003
C -2.55599 0.89623 0.35252 -0.311
C -3.60719 0.52221 -0.47285 -0.051
H 2.96793 0.21707 0.10733 0.056
H -1.97591 1.74205 2.25053 0.063
H -5.73228 0.40567 -0.68271 0.098
H -0.54302 1.29622 0.46429 -0.080
H -6.18848 1.38202 1.54664 0.094
H -4.28660 2.05205 3.00304 0.107
H -3.39861 0.08407 -1.44219 0.090
H 6.11954 -1.39441 -2.34154 0.098
H -1.07865 0.84271 -1.04958 0.102
H 5.38147 0.01406 -0.45274 0.107
H 4.47344 -2.65961 -3.68479 0.102
```

Multiplicity = 3
HOMO energy (alpha / beta) = -4.8 / -4.8 eV
Total charge = -1



Record 8
Molecular formula: C13H11NO2
Method: DFT, the ωB97M-V functional and the def2-TZVPD basis

XYZ file:
```
27
Properties=species:S:1:pos:R:3:lowdin_charge:R:1
O 1.12758 -1.62554 -0.45204 0.097
O 0.42631 -2.57122 2.05669 0.076
N -0.16034 0.20459 -0.08837 0.035
C 0.33159 0.99365 -1.13751 -0.144
C -0.36402 -1.72900 1.35809 -0.185
C 1.08577 0.61080 -2.23209 0.004
C -1.08138 0.99912 0.71825 -0.118
C -0.83304 2.46083 0.31338 -0.087
C -0.05764 2.32295 -0.96386 -0.168
C -1.64901 -1.80755 1.83658 -0.019
C -0.32968 -3.16736 2.97914 -0.105
C 1.05297 2.90739 -2.98549 -0.094
C -1.62231 -2.74386 2.89238 -0.051
C 0.27029 -1.05586 0.19591 -0.357
C 1.43888 1.58856 -3.15190 -0.081
C 0.30033 3.28563 -1.88038 -0.036
H 0.00091 4.31389 -1.74166 0.111
H -0.23667 2.98886 1.06157 0.121
H -2.51376 -1.29306 1.47248 0.106
H 1.39363 -0.41272 -2.35899 0.103
H -2.44890 -3.05544 3.49711 0.102
H -1.76490 3.00905 0.17841 0.119
H 2.02610 1.30928 -4.01372 0.102
H 0.15247 -3.86155 3.63885 0.125
H -0.91014 0.81908 1.78074 0.127
H -2.11074 0.71407 0.47591 0.121
H 1.33962 3.64895 -3.71579 0.098
```

SMILES = O=C(c1ccco1)N1CCc2ccccc21
Multiplicity = 1
HOMO energy = -8.2 eV
Total charge = 0